No. 1
Below is 5 unconnected molecules or ions with the total composition C44H67BF3N4O2, with properties calculated with the ωB97M-V functional and the def2-TZVPD basis.

The geometry in XYZ format:
```
121
Properties=species:S:1:pos:R:3:forces:R:3
H -4.980 -7.832 -2.169 -0.0205 -0.0043 0.0126
H 1.292 -0.629 -1.695 -0.0018 0.0053 0.0081
H -5.495 -3.811 -4.089 -0.0006 0.0025 0.0025
C -2.635 -9.430 -3.583 0.0432 -0.0285 -0.0052
H 0.174 4.698 -1.952 0.0429 0.0361 -0.0840
C 3.402 6.629 0.892 0.0386 -0.1300 -0.0097
H 8.557 -0.157 0.439 0.0263 -0.0052 -0.0143
H -2.178 0.826 5.524 -0.0316 -0.0500 -0.0784
N -3.761 -7.767 0.964 0.0146 0.0044 -0.0186
H -7.925 -0.462 -2.998 0.0313 -0.0010 0.0101
H -2.609 -1.812 -0.401 -0.0357 -0.0372 0.0201
C 6.116 2.969 1.605 0.0754 0.1056 -0.2283
H 0.648 0.139 6.351 0.0781 0.0929 0.0346
H 3.406 7.185 1.835 -0.0680 0.1161 -0.0565
C -0.780 6.213 -0.798 0.0878 -0.1689 -0.1788
H 2.206 -2.572 -0.412 -0.0001 -0.0047 0.0101
H 1.823 7.562 -0.228 -0.0631 0.0200 0.0168
H 7.335 4.674 2.095 0.0358 -0.0174 -0.0508
H -1.548 6.407 -1.553 -0.0318 0.0744 0.0513
H 8.493 1.942 2.633 -0.0965 -0.0932 0.1698
C 0.256 -3.191 0.237 -0.0067 0.0073 0.0327
H -1.040 -0.302 4.749 -0.0345 -0.0271 0.0112
H 9.803 1.025 0.829 0.0018 -0.0777 -0.1514
H -2.890 1.916 2.402 0.0518 -0.0311 0.0305
C -2.500 4.350 -0.269 -0.0991 -0.0946 -0.0221
C -2.068 -8.764 -5.800 -0.0032 0.0020 0.0128
H -1.685 -7.563 -4.056 0.0004 -0.0040 0.0045
O 0.169 1.600 3.460 -0.0208 -0.1101 -0.1868
C 7.191 2.092 0.942 0.1373 -0.1429 0.2651
H 11.524 -0.877 3.390 0.0329 0.0557 0.0528
H -3.952 4.371 1.587 0.0095 0.0271 -0.0621
C -1.538 -1.959 -0.429 0.0772 0.0160 -0.0267
H 7.903 2.723 0.401 -0.0795 0.0147 -0.1097
N -1.062 -2.999 0.255 0.0267 -0.0477 -0.0556
C -1.142 0.669 5.229 0.0354 0.2963 0.3860
C 1.143 -2.371 -0.442 -0.0151 0.0041 -0.0095
C 6.426 4.462 1.521 -0.0878 0.0853 0.1284
H -5.023 -9.060 -0.009 -0.0123 0.0074 -0.0185
H -0.556 4.579 0.607 0.0274 0.0593 0.0302
C 1.980 6.620 0.306 0.1744 -0.0257 0.2042
B -3.315 3.549 0.908 0.1058 0.0338 0.1666
C -2.599 -9.969 -6.239 -0.0151 -0.0299 -0.0023
H -1.710 5.785 1.107 -0.0352 0.0178 -0.0335
H 0.618 -4.044 0.801 0.0217 0.0077 -0.0041
H -2.118 3.635 -1.019 0.1041 0.0776 -0.0271
C -4.413 -7.469 -1.322 -0.0319 0.0332 -0.0015
H -3.605 -5.753 -2.334 -0.0073 0.0076 0.0046
H 4.077 7.170 0.219 0.0249 -0.0277 0.0031
H 3.275 4.613 1.663 -0.0217 0.0177 0.0024
H 5.632 6.380 2.064 -0.0164 0.0163 0.0412
H -0.545 7.179 -0.342 0.0341 -0.0096 0.0255
H -2.329 -5.004 -0.314 -0.0229 0.0208 0.0767
C -4.618 0.242 -1.000 0.1662 -0.1164 0.1200
C -8.643 -2.955 -4.942 -0.0242 0.0255 0.0053
H 6.018 2.690 2.658 -0.0976 -0.0178 0.0018
C -3.031 -6.657 0.862 -0.0141 -0.0469 0.0206
C -1.355 5.228 0.232 -0.0712 0.0755 0.1131
H -4.963 2.938 -0.567 0.0531 0.0771 -0.0273
C -4.392 2.488 0.251 0.0588 -0.0269 0.2393
F -5.880 0.650 -1.206 -0.0002 0.0832 -0.0396
C -7.775 -1.391 -3.537 -0.0476 0.0177 -0.0114
C 9.712 -0.630 2.214 0.0490 0.1696 -0.0280
C -4.436 -8.154 -0.116 0.0124 -0.0100 0.0324
H 9.031 -0.844 3.043 -0.0443 -0.1177 -0.0594
H 0.095 1.798 6.624 0.0112 0.0012 0.0632
C 9.039 0.373 1.264 -0.1827 0.0129 0.2115
H -5.769 -1.677 -2.827 -0.0093 0.0244 0.0074
H -7.410 -4.630 -5.475 -0.0099 0.0018 -0.0045
H -9.493 -3.279 -5.534 0.0115 -0.0180 -0.0046
H -3.210 4.992 -0.811 -0.0107 -0.0226 -0.0183
H 6.747 1.414 0.208 -0.0300 0.0472 -0.0307
F -4.124 -0.067 -2.237 0.0155 0.0315 -0.0274
H 7.311 0.627 2.528 -0.0330 0.0343 0.0268
H -2.475 4.336 3.354 -0.0021 -0.1038 0.2645
H 4.260 4.760 0.231 -0.0602 0.0279 -0.0302
H -1.651 -8.061 -6.508 -0.0042 -0.0052 -0.0081
H 9.878 -1.576 1.694 0.0891 0.0042 0.0132
H 5.063 5.043 3.063 -0.0348 0.1624 0.0452
H -2.602 -10.216 -7.295 0.0116 0.0188 -0.0033
C -0.735 -1.086 -1.149 -0.0172 0.0121 0.0174
F -4.734 -0.967 -0.369 -0.0579 0.0837 -0.0041
H -2.672 -9.257 -2.517 -0.0013 -0.0144 0.0093
N -8.802 -1.815 -4.273 0.0229 -0.0128 0.0027
C -3.719 1.212 -0.246 -0.3117 -0.2513 -0.2653
C 11.025 -0.110 2.797 -0.1688 0.0004 -0.0343
H -3.576 -11.362 -3.483 0.0094 0.0111 0.0180
C 7.989 1.255 1.944 0.2210 0.1258 -0.2432
C -0.231 0.769 6.472 -0.1427 -0.1248 -0.2177
C -2.087 -8.491 -4.442 -0.0014 0.0320 0.0046
H 6.637 4.735 0.481 0.0117 -0.0403 -0.0120
C 5.285 5.344 2.035 0.1273 -0.2153 -0.1199
C 0.454 5.667 -1.523 -0.2222 -0.2361 0.0790
H -0.766 0.451 7.366 0.0494 -0.0648 0.0134
C 0.634 -1.295 -1.152 0.0076 0.0063 -0.0108
H -0.826 4.076 2.794 0.0120 -0.0494 0.0448
N -3.128 -10.881 -5.427 0.0014 0.0204 0.0080
H -3.315 0.633 0.585 0.0921 0.0967 0.0470
O -1.503 2.832 4.320 -0.5109 -0.4657 -0.0230
H 0.712 6.309 -2.372 0.0636 0.1076 0.0892
H 10.834 0.754 3.437 0.0727 -0.0039 0.0294
H 11.706 0.212 2.007 0.0236 -0.0621 -0.0120
H 1.549 4.540 -0.041 0.0478 -0.0243 0.0018
C -7.480 -3.709 -4.910 0.0120 0.0025 0.0053
C 4.012 5.255 1.174 0.0220 -0.0329 0.0968
H -2.888 1.430 -0.921 -0.0103 0.1134 0.0328
H 2.551 5.287 -1.275 -0.0200 -0.0907 -0.0099
H -5.123 2.213 1.021 -0.0440 -0.0595 -0.0629
H -1.182 -0.260 -1.685 0.0015 0.0065 0.0161
H 1.270 6.612 1.138 -0.1010 -0.0316 -0.0875
H -1.476 2.280 1.383 0.0097 -0.2038 0.1580
C -3.647 -6.317 -1.410 0.0102 -0.0062 -0.0163
C 1.681 5.449 -0.630 0.0969 0.2606 -0.1697
C -6.422 -3.253 -4.141 0.0047 -0.0062 -0.0012
C -1.751 3.572 3.080 0.3012 0.3522 -0.4437
C -0.761 1.724 4.219 0.3395 0.2596 0.0186
H -2.493 -6.358 1.755 0.0031 0.0281 -0.0114
C -2.301 2.728 1.950 -0.2078 0.1822 -0.1478
C -2.938 -5.898 -0.297 0.0133 0.0062 -0.0616
H 5.147 2.789 1.136 -0.0213 -0.0494 0.0619
C -6.568 -2.068 -3.438 -0.0099 -0.0696 -0.0158
C -3.139 -10.604 -4.124 -0.0110 -0.0188 -0.0351
```
Positions in Å, forces in eV/Å.

Computed properties:
**Total charge**: -1
**2S+1**: 1
**M**: 751.85 g mol⁻¹
**Kohn-Sham gap**: 7.5 eV
**Largest force on an atom**: 0.7 eV/Å



No. 2
Below is 8 unconnected molecules or ions with the total composition C44H67ClNO24, with properties calculated with the ωB97M-V functional and the def2-TZVPD basis.

The geometry in XYZ format:
```
137
Properties=species:S:1:pos:R:3:forces:R:3
O 2.495 9.828 -0.503 0.0277 0.0422 0.0393
C 6.252 -4.381 -2.056 -0.0770 0.0152 0.0111
C -5.333 3.221 4.746 0.0009 0.0328 0.0016
O -4.679 2.298 3.983 -0.3223 0.1374 -0.0081
C 1.302 0.006 6.417 -0.1726 -0.1183 -0.0609
O -1.186 3.141 -4.929 -0.4916 0.7682 0.2993
C -0.918 2.512 7.519 -0.1798 -0.2572 -0.1450
Cl 0.140 2.998 1.497 0.1319 -0.1783 0.0349
H -0.535 7.563 -0.918 -0.0101 0.0256 -0.0087
H -2.744 -3.858 -5.551 0.0234 -0.0756 -0.0286
C -2.742 0.996 11.659 -0.0202 0.0504 0.0475
C 2.755 -1.611 -1.415 0.5393 -0.4142 0.0658
O -1.962 3.681 0.188 0.0019 -0.0229 0.0601
O -6.246 3.878 4.000 0.0597 0.0042 -0.0222
H -1.068 -5.683 -5.086 -0.0301 0.0146 -0.0280
O -1.733 1.993 11.440 -0.0957 -0.0286 -0.0675
H 3.076 -1.927 -2.406 -0.1943 0.0312 -0.1144
C -0.215 -5.035 -5.290 0.0632 -0.0710 -0.1168
H -1.644 -0.178 13.099 0.0129 0.0418 0.0031
C 0.070 -6.259 -9.041 -0.0095 -0.0247 -0.1331
H -0.703 -2.846 -11.040 0.0550 0.0285 0.0044
H 2.322 0.336 -1.594 0.1603 -0.0892 -0.0491
H -0.531 3.269 -2.972 0.0675 0.0056 -0.0069
O 2.116 1.058 6.162 -0.0646 0.1031 -0.0218
C 0.353 8.394 -2.702 -0.0321 0.0534 -0.0201
O 0.917 9.557 -2.093 0.0304 -0.0506 -0.0659
O 5.793 -4.408 -0.785 -0.1053 -0.0196 0.1012
H 3.733 -0.977 0.415 0.1369 -0.0266 0.0732
H 4.747 -1.879 -0.749 0.0490 -0.0374 0.1823
H -0.803 -1.543 -1.022 -0.0057 -0.1044 0.0007
H -5.347 4.246 2.191 0.0387 -0.0183 0.0198
H -1.129 -2.403 1.416 -0.1096 -0.0256 -0.0016
O 0.616 -4.991 -4.113 -0.0962 -0.0235 0.0084
C -6.051 3.526 2.616 -0.1503 -0.0529 -0.1325
C 3.970 -1.127 -0.638 -0.2682 0.0725 -0.1127
H 0.807 -6.189 -11.688 -0.0247 0.0494 -0.0253
C 0.464 5.957 -1.943 0.2530 -0.1841 0.1800
H -7.772 4.551 1.841 0.0403 0.0132 -0.0408
H -3.285 0.842 10.722 -0.0124 -0.0591 0.0083
O -0.440 -5.086 -9.491 0.0830 0.0352 0.1139
C -1.238 1.503 -0.438 0.0807 -0.0255 0.0639
H 0.991 1.690 -2.834 -0.0581 0.0177 -0.2983
H 6.855 -6.380 1.743 -0.0077 -0.0242 -0.0134
C 0.342 7.407 -1.553 -0.0349 -0.1361 -0.1172
O 1.205 -6.565 -9.703 -0.0297 -0.0136 -0.0816
C 0.247 0.930 -2.578 0.0923 0.0744 0.3854
H -6.139 1.363 2.869 -0.0610 0.0371 -0.0343
C -1.916 -0.214 12.041 -0.1546 -0.1345 -0.0310
C -1.180 2.802 0.335 -0.3421 0.2962 -0.1410
O -0.714 0.027 11.278 0.0078 0.0140 0.0718
C 6.225 -5.642 -0.166 0.1460 -0.0499 0.1560
H 1.170 -3.834 -9.765 0.0191 -0.0301 0.0202
C -7.355 3.545 1.864 -0.1437 0.0721 0.1900
C -0.119 -1.424 -0.178 -0.5083 0.1138 -0.2385
O 1.498 7.829 -0.815 -0.0388 0.0391 0.0159
H 0.594 -3.292 -12.158 0.0248 0.0025 0.0104
C -0.618 -3.587 -5.445 -0.2101 -0.0770 -0.1847
H -0.853 -4.309 -12.007 0.0557 -0.0378 -0.0332
H -1.974 -0.996 0.892 0.0063 0.1272 -0.0224
H -8.085 2.895 2.347 0.0363 -0.0577 -0.0203
C -0.604 1.353 11.067 0.0419 -0.0268 0.0233
O -0.417 -6.923 -8.183 0.0076 0.1359 0.1789
C -5.404 2.163 2.754 0.1197 -0.0301 -0.0359
H -3.433 1.322 12.431 0.0925 0.1118 0.0340
C -1.950 -3.362 -6.110 -0.1201 0.1342 0.2099
H 0.802 1.858 -0.743 0.0286 0.0046 0.0199
H -0.755 0.839 -4.445 -0.1246 -0.0573 -0.0503
C 1.718 9.146 -1.077 -0.0375 -0.0438 0.0057
H -0.633 8.617 -3.101 0.0043 0.1303 0.0707
H 0.847 2.554 5.545 -0.0163 0.0721 0.0310
H 0.108 -1.297 3.006 0.4282 0.0292 -0.2102
H 0.840 1.764 8.509 0.0440 -0.0387 -0.1354
H -1.964 1.723 -1.216 -0.0348 -0.1779 -0.0751
O 1.514 -1.112 6.063 0.0855 0.0023 -0.0606
O 7.122 -5.385 -2.268 0.0763 0.0351 0.0527
C 1.368 2.251 6.458 0.0507 -0.0407 -0.0300
H -1.698 0.770 0.223 0.0492 -0.0079 0.0425
C -0.194 4.026 -5.153 1.0102 -0.0540 -0.3027
C 6.460 -5.461 1.310 -0.0676 0.2682 -0.0031
H 1.422 -0.064 0.417 -0.1648 0.3900 0.0857
C -0.974 1.200 -3.440 0.1562 0.1140 -0.0480
C -1.459 0.022 3.055 0.0263 0.1325 0.1058
H 2.334 -5.501 -11.085 0.0398 -0.0665 0.1271
H -2.926 1.222 4.269 -0.2873 -0.3085 -0.0888
C -0.977 -1.371 1.105 0.5956 -0.2524 -0.0335
H 0.339 -5.431 -6.135 0.1164 -0.0450 0.1058
H 2.313 -2.468 -0.921 -0.2613 -0.0005 -0.1579
H 1.524 -0.432 -3.712 0.2801 -0.0105 0.1415
H -2.705 -1.613 10.617 -0.0523 0.0489 0.0055
H 0.470 -2.336 -0.170 0.1752 0.0741 0.0363
H 7.680 -7.002 -1.086 -0.0534 0.0049 -0.1464
C -2.523 -1.547 11.690 0.1722 -0.0708 -0.1726
H -1.851 -2.360 11.963 -0.0157 0.0104 0.0576
H -0.775 3.563 7.763 0.0816 -0.0082 0.0418
O 0.354 1.888 10.605 -0.0020 0.0411 0.1052
H 7.169 -4.652 1.489 0.0591 -0.0463 -0.0241
C 7.462 -5.943 -0.988 0.0003 -0.0756 -0.0324
C -0.147 -3.683 -11.460 -0.2368 -0.0458 0.0812
H 0.167 -3.017 -5.950 0.0424 -0.0030 0.0585
H -0.381 5.647 -2.559 -0.0605 0.0923 0.0115
C -0.369 -0.611 2.305 -1.1298 -0.0550 0.4401
H -4.722 1.917 1.943 0.1134 0.0267 0.0896
H 5.447 -6.388 -0.347 0.0026 0.0002 -0.0555
O 0.950 3.820 -4.866 -0.0143 -0.0529 0.3896
H 0.487 5.332 -1.048 -0.0738 0.0131 -0.0061
H 4.363 -0.195 -1.050 0.0269 0.0286 -0.0239
H 8.344 -5.421 -0.609 -0.0156 0.0008 0.0528
H 0.307 0.200 2.044 0.2105 -0.1575 -0.0859
O 5.918 -3.571 -2.863 -0.0606 0.0510 -0.0496
C 0.770 -0.215 -0.442 0.2242 -0.8369 0.0098
O 0.528 -3.773 -2.228 0.0502 0.2248 -0.0116
O -0.637 -3.161 -4.056 0.1199 0.0563 -0.0006
H -1.862 0.678 -3.084 0.0495 -0.1904 -0.0069
H -7.204 3.209 0.838 0.0264 0.0055 -0.0087
C 0.111 1.054 -1.007 0.4544 0.4831 0.0787
H -2.243 2.969 -3.191 -0.0935 -0.0553 -0.1355
H 1.389 5.778 -2.493 -0.0371 0.0695 -0.0855
H 2.033 3.044 6.787 0.1134 -0.1075 0.0299
O 0.208 0.399 7.093 0.0861 0.0288 0.0936
H -3.466 -1.682 12.220 -0.0013 0.0146 0.0242
H -2.188 -2.299 -6.155 0.0414 0.0009 -0.0544
H -1.606 2.086 8.249 0.0424 0.0221 0.0465
C 0.530 -4.478 -10.374 -0.0367 0.0742 -0.2016
H -1.929 -3.759 -7.124 0.0333 -0.0200 -0.0037
H 5.532 -5.210 1.823 -0.0149 -0.0673 -0.0040
C 0.202 -3.965 -3.362 -0.0149 -0.1810 -0.0807
C -2.334 0.574 3.663 0.5800 0.2926 0.1089
H -0.466 4.972 -5.633 -0.5577 -0.2347 -0.2843
C -1.253 2.702 -3.559 -0.0799 -0.3322 0.1061
H -1.386 2.436 6.535 -0.0207 0.0623 0.0072
N 1.756 -0.517 -1.575 0.0706 0.5140 0.0629
H 0.230 -1.246 -2.840 0.0687 -0.0869 0.1037
C 0.929 -0.415 -2.801 -0.6040 -0.0712 -0.3268
O -5.117 3.406 5.895 0.0458 0.0159 0.0459
H 1.013 8.071 -3.513 -0.0156 -0.0684 0.0054
C 1.294 -5.698 -10.843 0.0689 -0.0097 -0.0048
C 0.395 1.773 7.513 -0.0894 0.2704 -0.0329
```
Positions in Å, forces in eV/Å.

Computed properties:
**Total charge**: +1
**Relative energy (zero: lowest compared OMol25 entry of this formula, charge and spin)**: 0.000 eV
**2S+1**: 1
**M**: 1029.46 g mol⁻¹
**Kohn-Sham gap**: 9.9 eV
**Largest force on an atom**: 1.2 eV/Å